Below is C49H34FIrN11O3 as an isolated structure, with properties calculated with the ωB97M-V functional and the def2-TZVPD basis.

```
! wB97M-V def2-TZVPD RIJCOSX def2/J DEFGRID3
* xyz 1 1
Ir -2.100 -0.235 -1.663
C -4.393 -4.026 3.162
C -3.155 -4.675 3.032
C -2.246 -4.302 2.059
C -2.597 -3.252 1.218
C -1.945 -2.682 0.055
N -2.739 -1.664 -0.423
C -3.899 -1.598 0.311
N -4.970 -0.885 0.030
C -5.026 -0.013 -0.954
C -6.267 0.501 -1.517
C -7.595 0.201 -1.258
C -8.555 0.819 -2.045
C -8.192 1.712 -3.057
C -6.863 2.008 -3.314
C -5.903 1.386 -2.532
C -4.447 1.383 -2.579
N -3.736 2.100 -3.420
C -2.477 1.856 -3.714
N -1.779 0.729 -3.400
C -0.533 0.785 -3.976
N 0.338 -0.193 -4.003
C 0.171 -1.308 -3.303
N -0.489 -1.403 -2.104
C -0.402 -2.705 -1.672
N -0.901 -3.198 -0.553
C 0.318 -3.488 -2.654
C 0.545 -4.855 -2.770
C 1.139 -5.315 -3.930
C 1.506 -4.432 -4.957
C 1.283 -3.073 -4.846
C 0.679 -2.606 -3.681
C -0.416 2.047 -4.696
C 0.610 2.599 -5.447
C 0.373 3.824 -6.049
C -0.856 4.477 -5.909
C -1.879 3.924 -5.157
C -1.636 2.703 -4.549
N -3.970 0.543 -1.613
C -3.821 -2.588 1.365
C -4.740 -2.975 2.335
H -5.092 -4.365 3.916
H -2.913 -5.491 3.702
H -1.298 -4.813 1.941
H -7.861 -0.506 -0.483
H -9.602 0.598 -1.882
H -8.967 2.170 -3.659
H -6.579 2.692 -4.103
H 0.239 -5.528 -1.978
H 1.309 -6.377 -4.058
H 1.964 -4.828 -5.854
H 1.545 -2.390 -5.645
H 1.557 2.088 -5.564
H 1.151 4.286 -6.644
H -1.010 5.429 -6.401
H -2.836 4.418 -5.040
H -5.692 -2.468 2.430
F 2.478 -2.351 3.933
C 2.456 -1.127 3.351
C 1.482 -0.867 2.429
C 1.374 0.385 1.838
C 0.247 0.643 0.906
O -0.616 -0.210 0.776
C 0.295 1.947 0.269
C 1.232 2.843 0.667
N 2.216 2.617 1.582
C 3.091 3.692 1.985
C 4.531 3.684 1.550
C 3.566 4.667 0.959
C 2.305 1.370 2.180
C 3.310 1.077 3.105
C 3.397 -0.161 3.719
N 4.451 -0.396 4.641
C 4.706 0.579 5.691
C 6.231 0.771 5.794
N 6.865 -0.459 5.212
C 6.188 -1.689 5.736
C 4.772 -1.738 5.113
C -0.670 2.477 -0.791
O -0.409 3.566 -1.278
O -1.731 1.798 -1.079
H 0.767 -1.638 2.163
H 1.192 3.828 0.223
H 2.868 4.073 2.976
H 4.857 2.867 0.919
H 5.279 4.044 2.245
H 3.268 4.509 -0.069
H 3.637 5.707 1.243
H 4.045 1.838 3.335
H 4.313 0.217 6.649
H 4.219 1.524 5.477
H 6.553 0.874 6.827
H 6.579 1.630 5.225
H 7.869 -0.474 5.374
H 6.684 -0.438 4.206
H 6.160 -1.616 6.820
H 6.765 -2.568 5.464
H 4.067 -2.107 5.861
H 4.759 -2.428 4.274
*
```

Results
relative energy (zero: lowest compared OMol25 entry of this formula, charge and spin)	2.177	eV
E_HOMO (spin up / spin down)	-7.50 / -7.47	eV
strongest force on any atom	1.62	eV/Å
gap between HOMO and LUMO (spin up / spin down)	0.1592 / 0.1581	hartree

Below is a 10-piece molecular cluster, C20H58NO19 overall, with properties calculated with the ωB97M-V functional and the def2-TZVPD basis.

```
! wB97M-V def2-TZVPD RIJCOSX def2/J DEFGRID3
* xyz -1 1
N 27.183 -2.307 -7.818
O 26.275 -1.558 -7.533
O 27.283 -2.772 -8.946
O 28.047 -2.592 -7.027
C 27.249 3.799 -5.052
C 26.919 5.255 -4.725
C 27.585 6.281 -5.691
O 25.542 5.418 -4.941
H 28.299 3.583 -4.857
H 27.084 3.543 -6.098
H 26.483 3.266 -4.489
H 27.195 5.389 -3.678
H 27.554 7.203 -5.110
H 27.152 6.404 -6.684
H 28.637 6.126 -5.932
H 25.370 5.276 -5.875
C 31.955 0.183 -9.640
C 30.909 0.970 -10.384
C 31.574 2.213 -11.046
O 30.224 0.240 -11.360
H 31.687 -0.873 -9.669
H 32.096 0.567 -8.629
H 32.905 0.206 -10.174
H 30.159 1.248 -9.644
H 32.237 2.679 -10.317
H 30.903 2.966 -11.459
H 32.230 1.855 -11.839
H 29.671 -0.436 -10.961
C 24.789 -1.916 -0.295
C 25.373 -1.875 -1.703
O 24.390 -1.516 -2.667
O 23.785 -2.860 -0.054
H 24.319 -0.986 0.024
H 25.564 -2.125 0.442
H 25.723 -2.860 -2.012
H 26.262 -1.252 -1.805
H 24.870 -1.483 -3.498
H 23.794 -3.031 0.891
C 18.637 -1.825 -7.695
C 19.986 -1.794 -6.998
O 19.933 -1.444 -5.600
O 17.754 -2.703 -6.975
H 18.782 -2.181 -8.715
H 18.238 -0.821 -7.840
H 20.660 -1.131 -7.541
H 20.496 -2.757 -7.017
H 20.839 -1.440 -5.284
H 16.954 -2.195 -6.820
C 30.675 -5.553 -3.244
C 31.263 -4.167 -2.980
O 31.579 -3.436 -4.166
O 29.536 -5.626 -4.078
H 30.531 -5.943 -2.236
H 31.507 -6.038 -3.753
H 32.140 -4.189 -2.333
H 30.502 -3.499 -2.575
H 30.732 -3.251 -4.579
H 29.524 -4.905 -4.711
C 24.465 3.550 -10.281
C 25.353 3.980 -11.490
O 24.678 4.549 -12.592
O 24.137 4.631 -9.427
H 24.909 2.766 -9.668
H 23.524 3.270 -10.756
H 25.840 3.069 -11.838
H 26.159 4.657 -11.208
H 25.154 5.229 -13.075
H 23.241 4.950 -9.561
C 32.175 -7.785 -10.263
C 31.362 -6.526 -9.835
O 30.622 -5.927 -10.914
O 31.291 -8.900 -10.304
H 33.007 -8.021 -9.599
H 32.608 -7.603 -11.246
H 32.130 -5.819 -9.521
H 30.691 -6.723 -8.999
H 29.870 -5.471 -10.530
H 31.082 -9.035 -11.231
C 24.760 -7.892 -8.624
C 24.409 -6.844 -7.562
O 23.720 -7.507 -6.563
O 25.850 -8.726 -8.263
H 24.994 -7.424 -9.580
H 23.955 -8.595 -8.836
H 23.794 -6.059 -8.002
H 25.380 -6.474 -7.235
H 22.773 -7.386 -6.669
H 26.027 -9.406 -8.916
C 23.529 -2.939 -13.214
C 22.647 -2.693 -14.467
O 23.101 -1.524 -15.188
O 23.055 -2.117 -12.124
H 24.589 -2.875 -13.456
H 23.347 -3.928 -12.794
H 21.575 -2.611 -14.285
H 22.703 -3.508 -15.188
H 22.626 -0.760 -14.851
H 23.720 -2.140 -11.432
*
```

Results
E_HOMO	-4.83	eV
strongest force on any atom	3.76	eV/Å
gap between HOMO and LUMO	0.2557	hartree

Below is C28H54ClPSiV as an isolated structure, with properties calculated with the ωB97M-V functional and the def2-TZVPD basis.

```
! wB97M-V def2-TZVPD RIJCOSX def2/J DEFGRID3
* xyz 0 2
V 2.713 0.356 2.224
Cl 2.076 -1.010 3.867
P -0.468 -0.149 -0.400
C -1.921 -0.796 0.640
H -2.842 -0.882 0.060
H -2.083 -0.026 1.412
C 1.532 0.059 -0.401
C -1.105 1.602 -0.585
C 1.999 0.237 -1.862
H 1.612 1.042 0.119
C 3.452 0.730 -1.958
H 1.915 -0.726 -2.391
H 1.378 0.953 -2.421
C 4.406 -0.144 -1.153
H 3.746 0.721 -3.020
H 3.516 1.785 -1.642
C 3.929 -0.418 0.308
H 4.487 -1.123 -1.648
H 5.408 0.300 -1.163
C 2.474 -0.934 0.307
H 4.623 -1.170 0.695
H 4.041 0.519 0.917
H 2.468 -1.881 -0.254
H 2.185 -1.229 1.347
C -0.934 -1.107 -1.912
C -2.589 1.670 -0.988
H -1.016 1.948 0.463
C -3.129 3.091 -0.818
H -2.699 1.356 -2.036
H -3.212 1.000 -0.383
C -2.310 4.117 -1.602
H -4.175 3.111 -1.143
H -3.124 3.345 0.252
C -0.801 4.001 -1.350
H -2.500 3.972 -2.674
H -2.648 5.129 -1.350
C -0.275 2.562 -1.450
H -0.260 4.621 -2.077
H -0.561 4.406 -0.355
H -0.326 2.245 -2.502
H 0.788 2.556 -1.166
C -0.179 -2.442 -2.003
H -1.992 -1.361 -1.736
C -0.855 -3.330 -3.054
H 0.875 -2.274 -2.280
H -0.165 -2.953 -1.031
C -1.068 -2.616 -4.401
H -0.257 -4.236 -3.200
H -1.831 -3.649 -2.660
C -1.643 -1.198 -4.277
H -0.099 -2.553 -4.917
H -1.732 -3.218 -5.031
C -0.883 -0.361 -3.244
H -1.624 -0.681 -5.243
H -2.694 -1.255 -3.958
H 0.158 -0.230 -3.573
H -1.325 0.640 -3.162
C -0.101 -2.514 1.459
C -1.528 -2.127 1.197
H 0.655 -2.126 0.793
C -2.487 -2.611 2.323
H -1.787 -2.848 0.382
C -1.838 -2.777 3.690
H -3.355 -1.950 2.384
H -2.853 -3.609 2.018
C -0.655 -3.750 3.638
H -1.496 -1.809 4.072
H -2.580 -3.180 4.394
C 0.295 -3.534 2.415
H -0.059 -3.678 4.559
H -1.044 -4.777 3.593
H 1.275 -3.223 2.814
H 0.469 -4.533 1.956
C 1.587 2.167 4.625
Si 0.972 2.000 2.850
C -0.763 2.704 2.839
C 2.121 3.019 1.720
H 0.949 1.557 5.279
H 1.473 3.225 4.888
H 2.632 1.864 4.792
H -0.756 3.592 3.490
H -1.134 3.026 1.858
H -1.464 1.972 3.262
H 2.279 3.941 2.303
H 3.117 2.564 1.499
H 1.624 3.294 0.774
*
```

Results
expectation value of S²	0.84
E_HOMO (spin up / spin down)	-4.21 / -4.12	eV
strongest force on any atom	3.01	eV/Å
gap between HOMO and LUMO (spin up / spin down)	0.1624 / 0.1603	hartree

Q: Which value of strongest force on any atom does entry 2 give?
A: 3.76 eV/Å